{"formula": "C25H35F12N3O11", "method": "ωB97M-V/def2-TZVPD", "charge": 0, "homo_energy_ev": -11.25, "symbols": ["F", "F", "F", "F", "F", "F", "F", "F", "F", "F", "F", "F", "O", "O", "O", "O", "O", "O", "O", "O", "O", "O", "O", "N", "N", "N", "C", "C", "C", "C", "C", "C", "C", "C", "C", "C", "C", "C", "C", "C", "C", "C", "C", "C", "C", "C", "C", "C", "C", "C", "C", "H", "H", "H", "H", "H", "H", "H", "H", "H", "H", "H", "H", "H", "H", "H", "H", "H", "H", "H", "H", "H", "H", "H", "H", "H", "H", "H", "H", "H", "H", "H", "H", "H", "H", "H"], "coordinates": [[-3.897, -0.858, -2.416], [-5.317, 0.451, -1.436], [0.259, -1.186, 0.273], [-3.507, -0.133, -0.419], [4.255, 3.728, 2.424], [1.688, 2.780, -3.366], [4.130, 2.331, 4.079], [-1.193, -2.047, -1.089], [2.337, 2.939, 3.045], [-1.313, -2.442, 1.034], [2.536, 3.594, -1.537], [3.091, 1.598, -2.192], [-1.124, -1.191, 4.154], [3.340, 1.566, 0.775], [0.795, -0.588, 4.937], [-0.275, 0.806, 3.510], [0.380, 0.854, -1.798], [0.675, -4.100, 0.946], [-6.284, -2.117, -1.065], [-4.441, -2.441, 0.187], [4.445, 0.473, 2.401], [0.565, 2.582, -0.336], [0.888, -3.768, -1.279], [4.127, 8.027, -3.833], [2.785, 1.089, -6.519], [-3.324, 5.135, -2.104], [-5.201, -1.798, -0.689], [2.082, 2.478, -2.114], [1.810, 0.388, 5.152], [-0.487, -2.278, -0.002], [1.522, -5.261, 0.933], [0.702, -6.517, 1.113], [0.902, 1.841, -1.358], [0.447, -3.486, -0.210], [3.623, 2.644, 2.885], [-4.969, -3.652, 0.709], [2.878, 5.871, -4.600], [3.578, 7.079, -4.170], [-3.119, 4.242, -2.798], [-1.844, 2.603, -0.026], [0.660, 0.324, -5.224], [-0.510, 2.180, 0.522], [1.850, 0.750, -5.947], [-0.200, -0.224, 4.129], [4.424, -0.749, 1.658], [3.106, -1.465, 1.843], [-2.836, 3.127, -3.687], [-4.465, -0.554, -1.236], [3.781, 1.483, 1.881], [-2.307, -0.932, 3.413], [-4.208, -4.021, 1.960], [1.363, -7.347, 1.364], [-0.464, 1.123, 0.766], [-3.145, 3.380, -4.700], [0.174, 1.161, -4.733], [5.260, -1.333, 2.040], [-0.335, 2.688, 1.469], [-3.171, -4.289, 1.739], [-0.031, -6.408, 1.911], [-0.020, -0.127, -5.948], [3.054, -2.372, 1.244], [-2.854, -1.870, 3.377], [3.559, 5.021, -4.564], [2.530, 0.470, 4.345], [2.549, 6.002, -5.628], [-3.299, 2.195, -3.378], [2.067, 5.650, -3.910], [0.912, -0.412, -4.464], [2.328, 0.057, 6.048], [-4.855, -4.459, -0.017], [2.224, -5.129, 1.760], [0.184, -6.790, 0.192], [1.397, 1.377, 5.345], [-2.677, 2.351, 0.631], [2.985, -1.749, 2.893], [-4.647, -4.911, 2.417], [-2.891, -0.150, 3.897], [-1.753, 2.979, -3.723], [2.149, -5.330, 0.045], [-1.894, 3.688, -0.150], [2.266, -0.823, 1.582], [-6.029, -3.566, 0.946], [-2.080, 2.208, -1.017], [-2.120, -0.636, 2.384], [4.646, -0.566, 0.604], [-4.221, -3.240, 2.720]], "forces_ev_per_a": [[-0.072, -0.016, 0.076], [-0.021, -0.088, 0.011], [-0.096, -0.273, -0.143], [0.145, 0.088, 0.174], [-0.064, -0.111, 0.063], [0.072, 0.034, 0.071], [0.072, 0.152, 0.160], [-0.195, 0.041, -0.224], [-0.139, 0.017, -0.061], [-0.160, -0.220, -0.074], [-0.061, -0.229, -0.320], [-0.243, 0.264, -0.165], [0.486, 0.017, -0.032], [-0.208, -0.078, -0.116], [-0.119, -0.036, -0.273], [0.067, -0.091, -0.026], [-0.043, -0.052, 0.293], [-0.045, 0.273, -0.232], [-0.289, 0.018, -0.166], [0.183, 0.506, -0.213], [-0.023, -0.028, 0.481], [0.287, 0.050, 0.168], [0.070, -0.021, -0.261], [0.077, 0.149, 0.037], [-0.059, -0.013, 0.011], [0.031, -0.174, -0.124], [0.255, -0.086, 0.096], [0.579, -0.040, 0.339], [0.276, 0.330, 0.654], [0.414, 0.424, 0.391], [0.693, -0.500, 0.407], [-0.056, -0.170, -0.164], [-0.332, 0.208, -0.425], [0.000, -0.258, 0.264], [0.294, 0.119, -0.042], [-0.227, -1.041, 0.777], [0.441, -0.087, 0.150], [-0.087, -0.195, 0.002], [-0.201, 0.131, 0.229], [-0.537, 0.715, -0.581], [-0.104, -0.228, -0.192], [-0.630, -0.141, 0.786], [0.179, 0.165, 0.113], [-0.247, -0.041, 0.123], [0.354, -0.693, -0.724], [-0.121, 0.105, 0.540], [0.548, 0.089, -0.395], [-0.011, 0.005, -0.184], [-0.050, 0.306, -0.280], [-0.463, 0.115, -0.315], [0.373, -0.308, 0.186], [0.010, 0.031, 0.020], [0.168, -0.195, -0.403], [-0.147, -0.058, 0.048], [0.038, 0.072, -0.032], [-0.064, 0.059, 0.199], [0.205, 0.105, -0.137], [-0.022, 0.236, -0.006], [0.038, 0.053, 0.042], [-0.101, -0.009, 0.133], [0.089, 0.012, -0.122], [0.047, 0.096, 0.240], [0.043, 0.066, -0.051], [-0.156, -0.284, -0.270], [-0.263, -0.070, 0.053], [-0.163, 0.056, 0.134], [-0.206, 0.107, -0.181], [0.045, -0.001, 0.013], [0.057, -0.040, -0.056], [-0.063, 0.203, -0.241], [-0.285, 0.097, 0.126], [-0.058, 0.099, 0.029], [-0.182, -0.072, -0.127], [0.198, -0.221, 0.145], [-0.011, -0.030, -0.070], [-0.159, 0.038, -0.117], [-0.044, -0.054, 0.061], [-0.076, -0.058, 0.082], [-0.342, 0.318, -0.251], [0.178, -0.025, 0.135], [0.038, -0.012, -0.146], [-0.037, 0.307, -0.233], [0.218, -0.355, 0.124], [0.285, 0.112, 0.072], [-0.188, 0.258, 0.081], [-0.082, 0.053, -0.169]], "lowdin_charge": [0.161, 0.173, 0.146, 0.163, 0.178, 0.139, 0.161, 0.193, 0.177, 0.158, 0.168, 0.162, 0.015, 0.180, 0.012, 0.126, 0.150, 0.024, 0.185, 0.032, 0.040, 0.054, 0.180, 0.121, 0.126, 0.141, -0.392, -0.533, -0.034, -0.535, -0.208, -0.057, -0.415, -0.394, -0.550, -0.205, -0.073, -0.287, -0.287, -0.057, -0.071, -0.184, -0.289, -0.597, -0.183, -0.042, -0.064, -0.546, -0.397, -0.040, -0.059, 0.083, 0.101, 0.086, 0.056, 0.128, 0.124, 0.074, 0.081, 0.083, 0.078, 0.070, 0.083, 0.065, 0.082, 0.072, 0.072, 0.084, 0.103, 0.136, 0.125, 0.083, 0.103, 0.087, 0.088, 0.086, 0.107, 0.074, 0.124, 0.073, 0.069, 0.129, 0.057, 0.078, 0.130, 0.063]}